No. 1
Here is 8 unconnected molecules or ions with the total composition C5H26N2O8 from OMol25. Energies are from ωB97M-V with the def2-TZVPD basis set.

CARTESIAN COORDINATES (ANGSTROEM)
C 3.1154 1.0268 -0.2664
C 2.5619 -0.3876 -0.5152
C 2.7114 -0.7882 -1.9880
C 1.0910 -0.4440 -0.0267
N 0.7310 -1.8325 0.2192
C 0.0980 0.1361 -1.0573
N -0.3944 1.3663 -0.7373
O -0.2371 -0.4081 -2.0924
H 2.9032 1.7389 -1.0661
H 4.1916 1.0788 -0.1085
H 2.6370 1.3731 0.6426
H 3.0966 -1.0907 0.1136
H 2.2499 -1.7655 -2.1500
H 2.1304 -0.1048 -2.5968
H 3.7509 -0.8795 -2.2900
H 0.8873 0.1374 0.8750
H -0.2626 -1.9764 0.3383
H 1.0516 -2.4774 -0.4886
H -0.0459 1.9339 0.0155
H -1.0136 1.8162 -1.3996
O -1.0852 2.5501 2.2210
H -1.6526 2.9675 1.5697
H -1.6027 2.2559 2.9768
O -1.7561 0.1334 4.4709
H -1.1459 -0.4515 4.0015
H -2.5046 0.1478 3.8644
O -2.1797 -0.6153 0.5422
H -1.7208 0.2212 0.3914
H -2.7163 -0.9451 -0.1731
O -2.2541 -2.1680 2.8472
H -2.0631 -3.0646 2.5584
H -2.1183 -1.5843 2.0801
O -1.2383 0.8761 -4.3173
H -0.4638 1.1647 -4.7999
H -1.0263 0.2393 -3.6139
O 1.2271 -1.9141 3.1881
H 1.2265 -1.4094 2.3557
H 0.6045 -2.5664 2.8326
O -2.8738 2.1311 -2.4793
H -3.5832 1.5087 -2.6524
H -2.3269 2.0700 -3.2852

Forces on the atoms, in the same order (eV/Å):
C -0.1 -0.1 0.2
C 0.0 1.0 -0.2
C -0.6 -0.7 0.6
C -0.9 -0.9 -1.3
N 0.1 -0.4 0.6
C 0.7 1.3 0.1
N -0.1 0.1 -0.2
O -0.2 -0.8 0.0
H -0.3 -0.1 -0.1
H 0.0 -0.3 0.0
H 0.2 0.5 0.2
H 0.1 -0.2 0.2
H 0.1 -0.1 -0.1
H 0.4 0.2 -0.3
H 0.1 0.3 0.0
H 0.5 -0.1 0.2
H -0.1 0.2 -0.1
H 0.1 0.2 -0.2
H 0.2 -0.2 0.2
H -0.2 -0.1 -0.1
O 0.6 -0.1 -0.4
H -0.4 0.0 0.3
H -0.1 0.0 0.0
O 0.1 0.4 -0.5
H 0.1 -0.2 0.3
H -0.2 -0.2 0.2
O 0.3 -0.5 1.3
H -0.5 0.0 -0.7
H 0.0 0.5 -0.6
O 0.1 0.0 0.0
H 0.0 0.1 -0.1
H -0.2 -0.3 -0.1
O -0.9 0.3 -0.3
H 0.3 -0.3 0.2
H 0.7 0.2 -0.1
O -0.7 0.1 -1.0
H 0.7 0.2 0.4
H 0.1 -0.4 0.8
O 0.2 0.2 0.0
H -0.1 0.0 0.0
H -0.1 -0.2 0.1

Properties
HOMO level, eV: -9.8
Structure (SMILES): CC(C)[C@H](N)C(N)=O.O.O.O.O.O.O.O
Kohn-Sham gap, eV: 9.98

=====

No. 2
Here is 8 unconnected molecules or ions with the total composition C5H26NO8 from OMol25. Energies are from ωB97M-V with the def2-TZVPD basis set.

CARTESIAN COORDINATES (ANGSTROEM)
C 1.4263 2.7737 -0.3207
O 0.9908 3.2420 0.9838
C 2.3037 1.5732 -0.3234
C 1.9201 0.5237 -1.4444
C 0.7725 -0.3569 -1.1121
C 0.1265 -1.0168 -2.0953
N -1.1140 -1.7086 -1.7856
H 0.4307 2.5426 -0.8399
H 1.9611 3.6255 -0.7985
H 1.5212 2.7332 1.6058
H 3.3481 1.6111 -0.7138
H 2.2231 1.0453 0.6721
H 1.6340 1.1705 -2.3958
H 2.9070 -0.0214 -1.6352
H 0.4376 -0.3743 0.0355
H 0.5070 -1.2192 -3.1538
H -1.4897 -1.5229 -0.8903
H -1.0502 -2.6700 -1.8915
H -1.7865 -1.2148 -2.5582
H -1.7979 1.7781 -0.9104
H -2.2043 0.4860 -0.1064
O -1.9910 0.7817 -0.9505
H -0.6143 2.8007 1.4033
H -2.0457 2.6674 2.0134
O -1.5020 2.3408 1.3329
H -2.1522 -0.2212 2.3037
H -1.3776 -1.4137 1.6274
O -2.2960 -0.8960 1.6032
H 0.1069 -1.4403 3.3139
H 1.4983 -1.9955 2.6073
O 0.4441 -2.0369 2.5813
H 3.5535 -1.9721 2.4867
H 3.4627 -0.6210 3.0360
O 2.9710 -1.3473 2.6797
H -3.3769 0.0824 -2.3921
H -2.5877 0.2069 -3.7626
O -3.0580 -0.4202 -3.1770
H -0.6199 -2.9952 1.2550
H -2.0016 -3.5237 1.1091
O -1.4806 -2.9965 0.6073

Forces on the atoms, in the same order (eV/Å):
C -1.6 1.5 -0.8
O 1.0 -0.6 -0.2
C 0.6 -2.9 -0.7
C 0.8 1.5 -1.0
C -1.1 -0.6 0.5
C 1.6 -0.3 1.1
N -0.5 3.0 -3.3
H 1.5 0.4 0.3
H -0.7 -0.5 0.0
H 0.0 0.3 0.4
H -0.4 1.4 1.6
H 0.5 0.4 -0.9
H 0.9 -1.5 1.7
H -1.6 0.3 -0.1
H 0.4 -0.1 -2.8
H -0.7 0.8 1.7
H -0.3 0.4 1.4
H 0.0 -2.4 -0.4
H -0.1 -1.3 1.7
H -0.6 -2.4 0.5
H -0.6 -0.4 3.0
O 0.8 2.9 -3.2
H -1.0 -0.4 -0.2
H -1.0 0.8 1.3
O 1.8 -0.3 -1.1
H -0.4 -0.3 -0.7
H -3.1 1.6 -0.2
O 3.1 -0.1 1.1
H 0.9 -1.2 -1.2
H -3.0 0.5 0.2
O 1.4 0.8 0.9
H 4.2 -4.4 -1.3
H 0.3 0.7 0.4
O -3.8 3.6 0.8
H 0.6 -0.1 -0.7
H -0.7 -0.1 0.5
O 0.3 0.2 -0.3
H -2.4 0.1 -2.2
H -3.2 -2.6 2.2
O 6.2 1.5 -0.3

Properties
HOMO level, eV: -13.0
Total charge: +1
Kohn-Sham gap, eV: 10.45

=====

No. 3
Here is 8 unconnected molecules or ions with the total composition C5H26O8S from OMol25. Energies are from ωB97M-V with the def2-TZVPD basis set.

CARTESIAN COORDINATES (ANGSTROEM)
C -0.1090 0.6282 -2.5137
S -1.7230 1.0971 -1.8674
C -1.7808 -0.1334 -0.5465
C -2.8966 -0.2541 0.4132
C -2.5132 -1.5060 1.3169
C -1.0820 -1.2856 1.9836
O -0.8314 -0.0794 2.6743
H -0.0604 1.2026 -3.3798
H 0.7591 0.9994 -1.8350
H -0.1043 -0.4375 -2.6618
H -1.6008 -1.1630 -1.1565
H -0.8533 0.1450 0.0342
H -2.9594 0.5853 1.1201
H -3.8829 -0.5321 -0.0736
H -2.4474 -2.5883 0.9776
H -3.2919 -1.5766 2.0998
H -0.9369 -2.2319 2.6966
H -0.5131 -1.3138 1.0410
H -1.7240 0.2580 3.0744
O 3.3867 2.7910 -1.1283
H 2.9535 2.6844 -2.0350
H 2.7849 3.2764 -0.6070
O 0.5562 4.1749 -0.3958
H -0.0001 3.5008 -0.8678
H 0.4654 3.8083 0.4657
O 1.2071 -3.4531 -1.1851
H 2.1863 -3.4652 -1.1804
H 1.0911 -2.5659 -0.6636
O 0.0295 2.1138 1.1497
H -0.3947 1.7047 1.9212
H 0.9560 1.7222 1.1491
O -1.5554 -3.6107 -0.9770
H -0.7332 -4.1453 -0.8304
H -1.7258 -3.5092 -1.8803
O 3.3651 0.1645 -0.6376
H 3.5303 1.1644 -0.5968
H 3.0126 -0.1351 -1.4681
O 2.3314 1.0309 2.0566
H 2.8793 0.4063 1.4625
H 2.2249 0.5281 2.8509

Forces on the atoms, in the same order (eV/Å):
C 0.7 0.8 2.7
S -0.6 0.4 0.1
C 2.6 -1.2 -1.9
C -1.0 -2.6 0.3
C 0.2 0.2 2.0
C -1.7 -2.7 0.0
O -2.7 0.9 1.1
H 0.4 0.5 -1.9
H -1.4 -0.9 -0.8
H 0.4 -0.4 -0.3
H -0.4 2.1 1.9
H -0.9 -0.5 -0.7
H -0.3 0.0 -0.6
H 1.0 0.9 0.6
H -0.2 1.7 -0.7
H 0.3 0.2 0.0
H 0.2 2.0 -1.6
H 0.9 -0.2 1.1
H 2.4 -1.1 -1.0
O 0.6 -1.2 -2.8
H 0.8 0.4 2.0
H -1.6 1.2 0.9
O -0.4 -0.5 -2.2
H 0.6 1.0 0.3
H -0.1 -0.4 1.6
O 0.9 2.9 1.7
H -0.6 -0.5 -0.2
H -0.2 -2.4 -1.4
O 1.0 -0.4 0.0
H 0.4 -0.1 -0.4
H -1.5 0.4 0.5
O 1.0 -0.8 2.8
H -1.0 0.8 -0.8
H 0.0 -0.1 -2.1
O 0.6 0.7 1.5
H -0.6 -1.5 -1.0
H -0.1 0.5 -0.5
O 1.8 -1.2 -2.1
H -1.2 1.4 1.0
H -0.3 -0.4 0.9

Properties
HOMO level, eV: -8.4
Structure (SMILES): CSCCCCO.O.O.O.O.O.O.O
Kohn-Sham gap, eV: 8.50

=====

no.,energy (a.u.)
1,-917.568043
2,-862.456081
3,-1206.132307